# 1
Computed, not measured: a molecular structure, C8H14ClGdO3, with ωB97M-V/def2-TZVPD.

Cartesian coordinates (Å):
C: 2.84585 1.33299 0.84534
O: 1.53515 1.16975 0.42596
C: 1.43529 0.89439 -1.00494
C: 0.42446 -0.25910 -1.34341
C: -1.04474 0.28963 -1.37039
C: -1.62988 0.73061 0.01478
C: -2.36834 -0.40192 0.83490
O: -3.28739 -1.16911 0.06864
C: 0.56405 -1.39326 -0.26109
C: -0.37541 -2.60990 -0.59183
O: -0.65942 -2.84488 -1.69355
Cl: -0.94013 -3.61932 0.79564
H: 2.80497 1.36651 2.00820
H: 3.31528 2.30473 0.52733
H: 3.51792 0.47651 0.59490
H: 2.45501 0.54956 -1.33784
H: 1.21389 1.80380 -1.61668
H: -1.05997 1.17150 -2.06402
H: -1.72372 -0.46174 -1.84865
H: -0.91109 1.20666 0.72063
H: -2.41746 1.50360 -0.19137
H: -2.96671 0.14549 1.61788
H: -1.62346 -1.01895 1.38662
H: -3.56365 -0.57746 -0.65343
H: 0.43578 -1.01791 0.77539
H: 1.60340 -1.80517 -0.37676
Gd: 2.55594 2.31896 3.79128

Summary:
<S²>: 16.783
Net charge: +2
Frontier orbital gap (alpha / beta) in eV: 2.90 / 4.76
ΔE to the lowest compared entry with this formula, charge and spin in eV: 0.000
2S+1: 8

Löwdin population analysis, charges in e, atoms 1 to 5: atom 1 (C): -0.17, atom 2 (O): -0.23, atom 3 (C): -0.14, atom 4 (C): -0.05, atom 5 (C): -0.15


# 2
Computed, not measured: a single C6H6O molecule, with ωB97M-V/def2-TZVPD.

Cartesian coordinates (Å):
O: -0.32069 -0.89302 1.85231
C: 0.29626 -1.01904 0.58846
C: -0.73734 -0.92201 -0.56819
C: -1.06096 0.47174 -0.88038
C: -1.14800 1.65536 -1.08254
C: 1.33692 0.00546 0.39412
C: 1.99263 0.99131 0.17670
H: -0.49742 0.04675 1.99584
H: 0.72664 -2.02529 0.57303
H: -1.62473 -1.48496 -0.26053
H: -0.32595 -1.40685 -1.46178
H: -1.18108 2.70762 -1.25794
H: 2.54573 1.87646 -0.04694

Summary:
Net charge: 0
Frontier orbital gap in eV: 10.94
SMILES: C#CC[C@H](O)C#C
ΔE to the lowest compared entry with this formula, charge and spin in eV: 3.940

Löwdin population analysis, charges in e, atoms 1 to 5: atom 1 (O): -0.02, atom 2 (C): -0.40, atom 3 (C): -0.15, atom 4 (C): -0.15, atom 5 (C): 0.11


# 3
Computed, not measured: 9 unconnected molecules or ions with the total composition C4H25NO10, with ωB97M-V/def2-TZVPD.

Cartesian coordinates (Å):
C: -1.88351 -1.35407 -1.25974
O: -1.91773 -0.96794 -2.58158
C: -2.53209 -0.35987 -0.32225
C: -1.54306 0.00074 0.88473
C: -1.22700 -1.28960 1.60063
O: -0.26689 -0.97534 2.53104
N: -2.91138 0.79520 -1.19304
H: -0.71845 -1.49692 -1.06400
H: -2.52545 -2.33976 -1.20978
H: -3.45004 -0.72317 0.02633
H: -1.99319 0.75997 1.66728
H: -0.67516 0.25632 0.37136
H: -2.02760 -1.79007 2.09580
H: -0.52214 -2.07753 1.10989
H: -2.09953 1.54240 -0.96485
H: -2.98877 0.57791 -2.23520
H: 0.98040 1.96695 -0.64253
H: 1.98956 2.64869 0.13373
O: 1.66176 2.68349 -0.71475
H: 1.00580 -0.44833 1.81595
H: -0.24797 0.27909 3.26341
O: 1.83305 -0.09681 1.40413
H: 1.92563 0.99633 -3.04761
H: 2.88086 1.90564 -2.70375
O: 2.78913 1.27031 -3.43667
H: 2.53523 -0.66119 -1.47056
H: 1.87943 -0.44848 0.52097
O: 1.74138 -1.02747 -1.10458
H: -0.87853 -0.57092 -2.93466
H: -1.38032 0.53727 4.21190
O: -0.59754 1.00309 3.95376
H: 0.46981 0.30465 -3.73673
H: 1.11167 -0.56665 -1.83810
O: 0.23750 0.12255 -2.86134
H: 2.55219 -2.14570 1.37794
H: 2.90884 -2.80134 0.06966
O: 3.04136 -2.96801 0.98874
H: 0.11696 2.48528 3.21241
H: 0.33701 2.09967 1.79957
O: 0.38877 2.87363 2.28251

Summary:
<S²>: 0.754
Net charge: -1
Frontier orbital gap (alpha / beta) in eV: 8.34 / 5.04
ΔE to the lowest compared entry with this formula, charge and spin in eV: 1.652
2S+1: 2

Löwdin population analysis, charges in e, atoms 1 to 5: atom 1 (C): -0.32, atom 2 (O): -0.25, atom 3 (C): -0.38, atom 4 (C): -0.11, atom 5 (C): -0.24